# 1
2 unconnected molecules or ions with the total composition F2HNS. Source: the OMol25 dataset; level of theory: ωB97M-V with the def2-TZVPD basis set.

```
5
Properties=species:S:1:pos:R:3:forces:R:3
N 0.350 -0.028 0.456 -0.4 3.9 0.5
F 0.762 1.602 -0.331 -0.9 -2.3 1.1
F 1.576 -0.468 0.278 0.3 -1.1 -0.7
S -0.797 -0.616 -0.570 0.9 -0.9 -1.9
H -1.891 -0.489 0.168 0.1 0.4 0.9
```
Forces are in eV/Å.

The value obtained for the gap between HOMO and LUMO (spin up / spin down) is 9.4 / 9.4 eV. For the energy relative to the best compared isomer or geometry (same formula, charge and spin), the calculation gives 4.3131 eV.

=====

# 2
A molecular structure, F2KNO4S2. Source: the OMol25 dataset; level of theory: ωB97M-V with the def2-TZVPD basis set.

```
10
Properties=species:S:1:pos:R:3:forces:R:3
K -0.361 -2.368 -1.583 0.2 -0.2 0.0
N -0.664 -0.126 -0.421 1.9 2.1 -2.4
S -0.588 -0.204 1.082 -2.9 0.6 7.6
O -0.906 1.042 1.800 0.9 -2.4 -1.5
O 0.455 -1.039 1.594 0.3 0.0 -0.1
F -1.875 -1.137 1.358 0.0 0.2 -0.6
S 0.728 0.821 -0.626 -0.1 1.0 -4.3
O 1.922 0.060 -0.568 1.2 -0.3 3.1
O 0.549 2.228 -0.459 0.4 -1.2 1.3
F 0.741 0.723 -2.175 -1.9 0.3 -3.0
```
Forces are in eV/Å.

The value obtained for the gap between HOMO and LUMO is 8.9 eV. For the energy relative to the best compared isomer or geometry (same formula, charge and spin), the calculation gives 1.7157 eV.

=====

# 3
A molecular structure, F2KNO4S2. Source: the OMol25 dataset; level of theory: ωB97M-V with the def2-TZVPD basis set.

```
10
Properties=species:S:1:pos:R:3:forces:R:3
K -3.237 -2.416 -1.847 0.4 0.4 0.2
N -0.038 0.081 -0.701 3.7 -2.7 0.2
S -0.496 1.142 0.296 -2.8 3.3 1.9
O 0.033 2.456 -0.027 -0.9 -1.5 1.1
O -0.692 0.663 1.663 0.1 1.2 -1.9
F -2.070 1.201 -0.304 0.9 0.0 0.4
S 1.386 -0.489 0.033 2.5 -1.7 -1.7
O 1.991 0.230 1.137 -1.3 -0.3 -1.6
O 2.309 -1.062 -0.956 -2.1 1.4 1.1
F 0.815 -1.805 0.706 -0.5 -0.1 0.2
```
Forces are in eV/Å.

The value obtained for the gap between HOMO and LUMO is 7.0 eV. For the energy relative to the best compared isomer or geometry (same formula, charge and spin), the calculation gives 1.9503 eV.

=====

# 4
A molecular structure, F2N4O12Pt3. Source: the OMol25 dataset; level of theory: ωB97M-V with the def2-TZVPD basis set.

```
21
Properties=species:S:1:pos:R:3:forces:R:3
Pt -6.097 -7.747 -18.723 1.9 0.2 0.5
Pt -5.302 -11.399 -22.452 1.6 0.5 -2.3
Pt -2.850 -5.933 -21.237 -0.8 -0.9 0.7
N -7.703 -6.916 -23.441 -0.9 2.3 0.9
O -8.247 -6.470 -24.425 -1.9 0.7 0.1
O -6.735 -7.523 -23.734 4.9 -3.8 -1.9
O -7.819 -6.745 -22.252 -2.2 0.9 0.9
N -9.309 -7.672 -19.190 -0.8 1.1 0.5
O -9.398 -6.435 -19.514 0.3 -1.5 0.3
O -10.366 -8.105 -18.781 -0.5 0.4 -0.3
O -8.309 -8.348 -19.208 1.5 0.1 -0.3
N -4.922 -4.672 -19.364 1.2 8.4 -1.4
O -3.785 -5.002 -19.578 7.0 0.0 -0.4
O -5.669 -5.487 -19.410 -9.3 -9.2 0.7
O -5.252 -3.504 -19.358 1.2 0.9 0.8
N -4.793 -8.385 -21.250 -0.2 -4.1 -0.3
O -4.590 -9.321 -21.947 2.5 -1.1 -3.1
O -3.971 -7.811 -20.600 6.1 4.3 1.3
O -5.908 -8.260 -20.871 -7.6 1.6 2.3
F -4.251 -7.514 -17.776 -2.3 -0.2 -1.1
F -3.913 -10.979 -24.236 -1.7 -0.5 2.2
```
Forces are in eV/Å.

The value obtained for the gap between HOMO and LUMO (spin up / spin down) is 5.4 / 2.7 eV. As for the charge: +1. The spin multiplicity is 8.

=====

# 5
A molecular structure, F2NO3S. Source: the OMol25 dataset; level of theory: ωB97M-V with the def2-TZVPD basis set.

```
7
Properties=species:S:1:pos:R:3:forces:R:3
N 0.661 -0.577 -0.608 -3.1 0.1 2.5
O -0.370 0.907 1.405 0.6 -0.6 -0.5
O -1.521 -0.959 0.348 -1.0 0.0 0.1
O -1.107 1.210 -0.871 0.2 -1.5 0.8
F 1.055 -1.014 0.598 2.1 -2.0 0.3
F 2.031 0.191 -1.049 4.2 1.7 -1.8
S -0.749 0.242 0.177 -3.0 2.3 -1.5
```
Forces are in eV/Å.

The value obtained for the gap between HOMO and LUMO (spin up / spin down) is 8.1 / 7.3 eV. As for the charge: -1. For the energy relative to the best compared isomer or geometry (same formula, charge and spin), the calculation gives 0.5490 eV. The spin multiplicity is 3.

=====

# 6
F2NOP in the gas phase. Source: the OMol25 dataset; level of theory: ωB97M-V with the def2-TZVPD basis set.

```
5
Properties=species:S:1:pos:R:3:forces:R:3
N -1.037 0.511 -0.160 -4.7 -5.4 0.4
O -1.778 -0.606 0.057 3.6 5.5 -1.1
F 1.401 1.029 -0.319 -0.2 1.3 0.4
F 0.955 -1.101 -0.190 -0.7 -1.0 0.5
P 0.459 0.166 0.612 2.1 -0.5 -0.2
```
Forces are in eV/Å.

The value obtained for the gap between HOMO and LUMO (spin up / spin down) is 8.3 / 8.4 eV. For the energy relative to the best compared isomer or geometry (same formula, charge and spin), the calculation gives 0.7083 eV. The structure (SMILES) is O=NP(F)F.

=====

# 7
2 unconnected molecules or ions with the total composition F3H3S2Si2. Source: the OMol25 dataset; level of theory: ωB97M-V with the def2-TZVPD basis set.

```
10
Properties=species:S:1:pos:R:3:forces:R:3
F -4.964 -1.494 -0.334 0.2 0.7 0.3
F -3.036 0.115 0.266 0.2 -0.1 -0.7
F -5.204 0.963 -0.375 -0.3 0.9 -1.1
Si -0.054 0.525 1.073 0.5 -0.3 -0.1
Si -4.186 -0.140 -0.820 -3.3 1.6 11.2
S -0.016 1.373 -0.699 0.1 -0.3 0.9
S 0.181 -1.690 1.366 1.0 0.3 0.1
H -0.291 1.317 2.380 0.1 -0.9 -0.9
H -3.880 -0.739 -1.798 3.2 -3.2 -9.5
H 1.560 -2.093 1.315 -1.7 1.2 -0.1
```
Forces are in eV/Å.

The value obtained for the gap between HOMO and LUMO is 8.4 eV. For the energy relative to the best compared isomer or geometry (same formula, charge and spin), the calculation gives 3.0733 eV. The structure (SMILES) is F[SiH](F)F.S=[SiH]S.

=====

# 8
2 unconnected molecules or ions with the total composition F3NO3S2. Source: the OMol25 dataset; level of theory: ωB97M-V with the def2-TZVPD basis set.

```
9
Properties=species:S:1:pos:R:3:forces:R:3
N -3.052 0.425 -0.400 -0.4 1.0 -0.5
O -0.625 0.713 0.808 -2.0 0.9 0.5
O 1.207 -0.891 1.096 0.6 0.6 -1.3
O 0.491 -0.066 -1.250 2.5 -0.8 1.9
F 1.620 1.397 0.253 0.4 -0.5 0.2
F -1.456 -1.489 0.103 0.0 2.6 0.0
F 2.867 -0.340 -0.554 -1.6 0.1 0.1
S -1.720 0.201 0.035 0.2 -3.8 1.0
S 1.369 -0.098 -0.072 0.3 -0.1 -1.8
```
Forces are in eV/Å.

The value obtained for the gap between HOMO and LUMO is 10.1 eV. For the energy relative to the best compared isomer or geometry (same formula, charge and spin), the calculation gives 2.2341 eV. The structure (SMILES) is O=S(=O)(F)F.N#S(=O)F.

=====

# 9
A molecular structure, F4H2N4P2S2. Source: the OMol25 dataset; level of theory: ωB97M-V with the def2-TZVPD basis set.

```
14
Properties=species:S:1:pos:R:3:forces:R:3
N -1.012 -1.557 -0.094 0.2 2.0 0.1
N 0.844 1.254 -0.511 3.6 -1.9 1.3
N -1.643 1.349 -0.523 -1.4 -0.8 -1.0
N 1.776 -1.435 0.120 -0.7 2.3 -0.4
F -2.297 0.035 1.496 0.3 0.3 -0.3
F -3.272 -0.715 -0.562 1.4 1.4 -0.1
F 2.392 0.459 1.730 -0.8 0.3 -2.1
F 3.344 0.403 -0.581 -2.4 0.3 1.3
P -1.875 -0.208 0.011 -1.1 -2.8 1.0
P 1.907 0.299 0.204 1.5 -1.3 -1.0
S -0.322 2.215 0.100 -0.7 0.2 0.2
S 0.306 -1.856 0.948 -0.5 0.0 -0.4
H -1.962 1.547 -1.493 0.5 -0.1 0.9
H 1.815 -1.790 -0.845 0.1 0.1 0.5
```
Forces are in eV/Å.

The value obtained for the gap between HOMO and LUMO is 9.1 eV. For the energy relative to the best compared isomer or geometry (same formula, charge and spin), the calculation gives 0.0000 eV.

=====

# 10
A molecular structure, F4KN2O8S4. Source: the OMol25 dataset; level of theory: ωB97M-V with the def2-TZVPD basis set.

```
19
Properties=species:S:1:pos:R:3:forces:R:3
K -1.710 -0.108 -3.097 0.4 0.1 0.9
N -2.837 -0.315 -0.476 0.9 -3.8 2.4
S -2.814 0.854 0.478 -3.3 9.5 2.2
O -1.645 1.328 1.171 -0.4 -1.3 -0.3
O -4.110 1.137 1.181 2.9 -1.3 -1.4
F -2.851 1.948 -0.710 -0.2 0.4 -0.9
S -2.592 -1.365 0.953 2.3 -5.6 -1.4
O -3.750 -1.836 1.646 0.1 1.7 0.5
O -1.263 -1.332 1.561 -2.8 0.7 -0.8
F -2.451 -2.619 -0.024 0.5 -0.4 -0.7
N 2.058 0.583 0.329 3.9 -0.3 0.3
S 3.706 0.469 0.461 3.9 2.2 4.4
O 4.399 1.562 -0.237 -0.9 -2.2 1.2
O 4.322 -0.854 0.560 -1.0 2.0 -0.7
F 3.767 0.928 2.004 -0.1 0.1 -0.4
S 2.214 0.004 -1.101 -5.3 -2.3 -5.9
O 2.277 -1.486 -1.140 0.6 3.4 -0.8
O 2.673 0.887 -2.218 -0.2 -2.7 2.5
F 0.607 0.214 -1.340 -1.1 -0.3 -0.8
```
Forces are in eV/Å.

The value obtained for the gap between HOMO and LUMO is 7.6 eV. As for the charge: -1. For the energy relative to the best compared isomer or geometry (same formula, charge and spin), the calculation gives 5.5824 eV.